{
  "formula": "C24H24ClLuN7O4",
  "method": "ωB97M-V/def2-TZVPD",
  "elements": ["Lu", "C", "C", "N", "N", "C", "O", "C", "C", "C", "C", "C", "C", "C", "C", "C", "C", "C", "N", "H", "H", "H", "H", "H", "H", "H", "H", "H", "H", "H", "H", "C", "C", "O", "N", "C", "C", "C", "C", "C", "C", "N", "H", "H", "H", "H", "H", "H", "H", "H", "H", "H", "N", "C", "O", "N", "O", "Cl", "C", "H", "H"],
  "xyz": [[2.2147, 0.0114, 1.1894], [-1.7763, 2.6059, 1.4322], [-0.8175, 1.8588, 0.5850], [0.4387, 1.6571, 1.0176], [0.6060, 2.3828, 2.3298], [1.8397, 2.2194, 3.0690], [2.8039, 1.4727, 2.5149], [2.3363, 3.4729, 3.8144], [1.9800, 4.7561, 3.5404], [2.5668, 5.7590, 4.3479], [3.3991, 5.5097, 5.3977], [3.7424, 4.1856, 5.7024], [3.2030, 3.1912, 4.9086], [-1.2000, 1.3598, -0.6757], [-2.5179, 1.4680, -1.2568], [-2.7418, 1.3453, -2.5940], [-1.5968, 1.3628, -3.5029], [-0.4018, 1.1340, -2.9570], [-0.1889, 0.8530, -1.5771], [-1.2646, 3.4782, 1.7116], [-2.0456, 2.2148, 2.4529], [-2.7100, 2.8003, 0.9173], [1.1985, 5.0501, 2.7821], [2.2729, 6.7678, 4.1409], [3.8838, 6.2794, 6.0043], [4.4855, 4.0761, 6.4813], [3.2607, 2.1016, 5.0652], [-3.3572, 1.5969, -0.5898], [-3.7555, 1.3446, -2.9878], [-1.7225, 1.6238, -4.5154], [0.4508, 1.1477, -3.5874], [-1.5742, -5.6105, -4.5146], [-1.0311, -4.4250, -5.2544], [-0.4616, -4.7473, -6.3018], [-1.2017, -3.1952, -4.7620], [-2.1350, -2.8765, -3.6615], [-1.8233, -3.3644, -2.2783], [-0.5280, -3.5673, -1.9060], [-0.2274, -3.7422, -0.5931], [-1.2602, -3.8121, 0.3204], [-2.5534, -3.6859, -0.1253], [-2.8534, -3.4177, -1.3701], [-2.5321, -5.8315, -4.9962], [-1.7837, -5.5594, -3.4840], [-0.9324, -6.4864, -4.6128], [-0.7232, -2.4043, -5.2407], [-3.1968, -3.1251, -3.8213], [-2.1322, -1.7781, -3.7118], [0.1824, -3.5526, -2.7507], [0.7830, -3.7318, -0.2129], [-1.0121, -3.8951, 1.3801], [-3.4471, -3.6495, 0.5354], [0.9702, -1.1927, -0.8162], [0.4714, -0.1906, -1.1687], [3.7335, -0.4155, -0.6741], [4.2888, -1.4543, -0.2131], [4.0863, -1.6438, 1.0056], [1.1942, -1.8139, 2.7255], [0.6502, 1.5725, 3.5922], [-0.0547, 1.9579, 4.2977], [0.5170, 0.5516, 3.4516]],
  "forces_ev_per_a": [[-0.0642, -1.3440, -0.4369], [-1.3268, -0.8777, 0.8864], [0.5491, -1.3873, -0.9323], [0.8846, 0.1237, 2.0985], [-0.4834, 0.1576, -0.8975], [0.6334, 1.7252, 0.0182], [0.6861, -0.6661, -0.3263], [0.4240, -1.5309, 0.3057], [-0.4799, 1.3887, -0.0497], [-1.1284, 0.3619, -0.7460], [0.9293, -0.5232, 0.4337], [-0.0890, 0.2997, -0.6603], [-0.7997, -0.8493, -0.4804], [-0.9738, 1.3717, 0.8042], [0.5596, -0.5843, -0.1529], [-0.2983, 0.3386, -0.0272], [-0.5928, -0.5622, 2.6204], [0.5020, -0.0056, -1.0526], [-0.7768, 0.5093, -0.1555], [0.4226, 1.6411, 0.0650], [0.4738, -0.4123, -1.0775], [0.0443, 0.2379, -0.0730], [1.1592, -0.5993, 0.7443], [-0.0172, 0.5516, -0.0827], [-0.4512, 0.0798, -0.3774], [-0.2274, -0.6704, 0.1392], [0.7297, 0.6558, 0.3076], [-0.0706, -0.0043, 0.0347], [0.2006, 0.1119, 0.0843], [0.1207, 0.1211, -1.0436], [0.9930, 0.0270, -0.1511], [-0.8888, -0.6851, -0.2819], [0.9602, -2.3367, -1.0759], [0.0236, 1.5882, 0.3574], [-0.0605, 1.0912, 0.2736], [-0.6394, 0.8452, -0.6735], [-1.0320, 0.3532, 1.3939], [0.6379, -0.1204, -2.0441], [0.3255, -0.2562, 1.4088], [0.7813, -0.1427, 0.9739], [-1.2265, 0.5445, 0.7552], [0.6256, 0.1968, -2.6864], [0.0498, -0.2125, -0.0391], [-0.2410, 0.6551, 1.3174], [0.1071, 0.3161, -0.5023], [-0.7469, -1.1359, 0.5016], [0.4011, -0.2781, -0.5941], [-0.0777, -0.1250, 0.6492], [0.0841, 0.1283, 0.9477], [0.1227, -0.2236, -0.1784], [-0.2354, -0.0205, -0.2922], [0.9102, -0.3320, -0.1326], [0.1479, 1.6722, 0.3234], [0.1975, -1.9144, -0.1903], [-0.1515, 0.0597, 0.7006], [0.1245, 0.1739, 0.0714], [-0.4666, 0.5656, -0.3595], [0.1865, 0.4680, -0.5070], [-1.7307, 0.8223, -0.5725], [0.1057, 0.4670, 0.8128], [0.1733, -1.8501, -0.1763]],
  "lowdin_charge": [1.498, -0.035, -0.303, -0.051, -0.048, -0.618, -0.300, -0.133, -0.028, -0.110, -0.124, -0.090, -0.020, -0.179, -0.062, -0.123, -0.097, -0.077, -0.014, 0.056, 0.104, 0.062, 0.128, 0.085, 0.098, 0.094, 0.126, 0.097, 0.082, 0.084, 0.101, -0.005, -0.555, 0.006, 0.071, -0.125, -0.294, -0.073, -0.099, -0.073, -0.174, 0.102, 0.095, 0.046, 0.091, 0.168, 0.124, 0.117, 0.128, 0.099, 0.093, 0.113, 0.153, -0.264, -0.280, -0.243, -0.245, -0.223, -0.058, 0.103, 0.001],
  "total_energy_ha": -3308.9711,
  "de_lowest_kcal_mol": 49.2,
  "charge": -1,
  "homo_lumo_gap_ev": 6.715,
  "lumo_energy_ev": 2.56
}